1.
The following is a DFT calculation (the ωB97M-V functional and the def2-TZVPD basis) of a 2-piece molecular cluster, C4H12 overall.

energy relative to the best compared isomer or geometry (same formula, charge and spin): 86.01 kJ/mol
energy: -4341.637 eV
net charge: 0
frontier orbital gap: 12.420 eV
molar mass: 60.14 g mol⁻¹
SMILES string: CC.CC

Geometry as XYZ:
```
16
C4H12, DFT the ωB97M-V functional and the def2-TZVPD basis
C 1.51183 1.06504 -0.93396
C 0.89414 -0.19917 -1.60962
H 2.21361 1.47294 -1.63504
H 0.66656 1.67052 -0.64421
H 1.94165 0.91100 0.06784
H 0.63831 0.14454 -2.62334
H 0.02466 -0.66725 -1.15809
H 1.67294 -0.92378 -1.78040
C -0.55882 -0.92140 1.20480
C -1.71634 0.07754 1.40005
H -1.09578 -1.83626 0.90930
H 0.05165 -0.51338 0.35293
H -0.01395 -1.24442 2.06912
H -2.54119 -0.06984 0.68668
H -1.54749 1.14668 1.30630
H -2.14178 -0.11275 2.38764
```

---

2.
The following is a DFT calculation (the ωB97M-V functional and the def2-TZVPD basis) of a 2-piece molecular cluster, C4H12 overall.

energy relative to the best compared isomer or geometry (same formula, charge and spin): 225.60 kJ/mol
energy: -4340.190 eV
net charge: 0
frontier orbital gap: 11.673 eV
molar mass: 60.14 g mol⁻¹
SMILES string: CC.CC

Geometry as XYZ:
```
16
C4H12, DFT the ωB97M-V functional and the def2-TZVPD basis
C 1.32945 1.26079 -0.23722
C 1.14097 2.66877 0.20024
H 0.70154 0.54369 -0.45213
H 2.09143 1.19855 -0.92413
H 1.74433 0.64989 0.58980
H 0.43728 2.85172 1.10558
H 1.24496 3.30096 -0.68129
H 2.08347 3.12784 0.50002
C -1.47884 -2.30446 -0.66367
C -1.21159 -1.41345 0.63949
H -1.47857 -2.07269 -1.66868
H -0.72083 -3.13090 -0.57430
H -2.41499 -2.90071 -0.69092
H -0.18127 -1.71324 0.85158
H -2.01215 -1.73623 1.40738
H -1.27518 -0.33053 0.59826
```

---

3.
The following is a DFT calculation (the ωB97M-V functional and the def2-TZVPD basis) of a 2-piece molecular cluster, C4H12 overall.

energy relative to the best compared isomer or geometry (same formula, charge and spin): 30.17 kJ/mol
energy: -4342.216 eV
net charge: 0
frontier orbital gap: 12.852 eV
molar mass: 60.14 g mol⁻¹
SMILES string: CC.CC

Geometry as XYZ:
```
16
C4H12, DFT the ωB97M-V functional and the def2-TZVPD basis
C -1.24488 2.52278 0.49801
C 0.11457 2.13556 1.09024
H -2.04851 2.12285 1.09991
H -1.32090 3.58603 0.27670
H -1.31752 2.11893 -0.51516
H 0.02882 1.52734 1.99626
H 0.74420 1.56401 0.41014
H 0.67116 2.99400 1.47900
C 0.49763 -1.74835 -1.31370
C 0.60980 -2.88951 -0.27680
H 0.31228 -2.16276 -2.30049
H -0.34752 -1.09648 -1.09587
H 1.42227 -1.18081 -1.33123
H 1.34662 -2.63740 0.47935
H 0.86507 -3.83616 -0.74645
H -0.33308 -3.02003 0.25010
```

---

4.
The following is a DFT calculation (the ωB97M-V functional and the def2-TZVPD basis) of a 2-piece molecular cluster, C4H12 overall.

energy relative to the best compared isomer or geometry (same formula, charge and spin): 153.11 kJ/mol
energy: -4340.941 eV
net charge: 0
frontier orbital gap: 12.166 eV
molar mass: 60.14 g mol⁻¹
SMILES string: CC.CC

Geometry as XYZ:
```
16
C4H12, DFT the ωB97M-V functional and the def2-TZVPD basis
C -1.02208 1.65343 -0.71216
C -1.58884 2.54020 -1.77780
H -1.47265 0.71902 -0.69144
H 0.07479 1.67068 -0.54006
H -1.07571 2.03965 0.23648
H -1.39660 3.59688 -1.47495
H -2.66658 2.43920 -1.80666
H -1.08552 2.60243 -2.73059
C 0.80977 -1.77320 1.69997
C 1.73831 -2.44655 0.73952
H -0.26132 -2.15138 1.68498
H 0.94586 -2.10152 2.73906
H 1.13653 -0.64106 1.64473
H 1.50273 -3.47701 0.50544
H 2.86762 -2.62935 1.00340
H 1.80787 -1.91079 -0.26749
```

---

5.
The following is a DFT calculation (the ωB97M-V functional and the def2-TZVPD basis) of a 2-piece molecular cluster, C4H12 overall.

energy relative to the best compared isomer or geometry (same formula, charge and spin): 37.84 kJ/mol
energy: -4342.136 eV
net charge: 0
frontier orbital gap: 12.714 eV
molar mass: 60.14 g mol⁻¹
SMILES string: CC.CC

Geometry as XYZ:
```
16
C4H12, DFT the ωB97M-V functional and the def2-TZVPD basis
C -0.26017 -0.47185 -2.24655
C 0.09064 1.01473 -2.20115
H -0.79281 -0.70941 -3.16900
H 0.65560 -1.06366 -2.23090
H -0.88735 -0.75274 -1.40218
H -0.78471 1.63517 -2.38031
H 0.90059 1.25809 -2.87918
H 0.40325 1.26952 -1.18354
C -0.22911 -1.00628 2.05492
C 0.29669 0.45899 2.34977
H 0.04037 -1.56331 2.94070
H -1.23512 -1.08691 1.66281
H 0.42673 -1.26664 1.22218
H 0.17030 0.62819 3.41910
H 1.37828 0.39261 2.24212
H -0.17318 1.26349 1.80121
```

---

6.
The following is a DFT calculation (the ωB97M-V functional and the def2-TZVPD basis) of a 2-piece molecular cluster, C4H12 overall.

energy relative to the best compared isomer or geometry (same formula, charge and spin): 43.65 kJ/mol
energy: -4342.076 eV
net charge: 0
frontier orbital gap: 12.457 eV
molar mass: 60.14 g mol⁻¹
SMILES string: CC.CC

Geometry as XYZ:
```
16
C4H12, DFT the ωB97M-V functional and the def2-TZVPD basis
C 0.48010 2.11469 -0.80531
C 0.79721 2.39949 0.66452
H -0.24344 1.32379 -0.97559
H 0.12154 2.98166 -1.35387
H 1.38174 1.72436 -1.29248
H 0.95828 3.47700 0.75765
H 0.11066 1.87083 1.32285
H 1.78264 2.07558 1.02888
C -0.77099 -2.74534 0.65874
C -0.54330 -1.72616 -0.47277
H -0.10594 -2.58396 1.50215
H -1.81192 -2.62508 0.97533
H -0.69894 -3.78153 0.33441
H -0.12405 -0.78265 -0.14188
H 0.14269 -2.17491 -1.19831
H -1.47628 -1.54778 -1.00432
```

---

7.
The following is a DFT calculation (the ωB97M-V functional and the def2-TZVPD basis) of a 2-piece molecular cluster, C4H12 overall.

energy relative to the best compared isomer or geometry (same formula, charge and spin): 27.23 kJ/mol
energy: -4342.246 eV
net charge: 0
frontier orbital gap: 12.729 eV
molar mass: 60.14 g mol⁻¹
SMILES string: CC.CC

Geometry as XYZ:
```
16
C4H12, DFT the ωB97M-V functional and the def2-TZVPD basis
C 1.73168 -0.10856 -2.16112
C 0.24690 0.19366 -1.96121
H 2.25048 -0.52364 -1.29205
H 1.90085 -0.84418 -2.95025
H 2.30338 0.78813 -2.40894
H -0.34322 -0.69276 -2.17681
H 0.11272 0.59547 -0.98198
H -0.05544 0.98134 -2.64958
C -1.07958 -0.18463 1.30454
C -1.01861 0.14318 2.81599
H -0.16821 -0.77127 1.15014
H -1.95393 -0.78051 1.06960
H -0.93344 0.69168 0.68740
H -1.81232 0.82585 3.11192
H -0.03001 0.49202 3.10249
H -1.15125 -0.80577 3.33987
```

---

8.
The following is a DFT calculation (the ωB97M-V functional and the def2-TZVPD basis) of a 2-piece molecular cluster, C4H12 overall.

energy relative to the best compared isomer or geometry (same formula, charge and spin): 124.94 kJ/mol
energy: -4341.233 eV
net charge: 0
frontier orbital gap: 12.428 eV
molar mass: 60.14 g mol⁻¹
SMILES string: CC.CC

Geometry as XYZ:
```
16
C4H12, DFT the ωB97M-V functional and the def2-TZVPD basis
C -1.53349 0.66192 2.39137
C -0.90261 1.66181 1.46008
H -2.62194 0.73643 2.00088
H -1.11005 -0.36722 2.15417
H -1.47691 0.77058 3.49477
H -1.25282 1.38449 0.51372
H 0.20508 1.74707 1.43239
H -1.27510 2.63821 1.52720
C 1.92828 -1.41689 -1.85828
C 0.52599 -0.80463 -1.92352
H 1.82915 -2.39387 -2.29674
H 2.84630 -0.89185 -2.17805
H 2.15068 -1.63383 -0.79718
H 0.31094 -0.18830 -2.83650
H 0.48690 -0.23755 -0.87566
H -0.11042 -1.66638 -2.20865
```

---

9.
The following is a DFT calculation (the ωB97M-V functional and the def2-TZVPD basis) of a 2-piece molecular cluster, C4H12 overall.

energy relative to the best compared isomer or geometry (same formula, charge and spin): 50.69 kJ/mol
energy: -4342.003 eV
net charge: 0
frontier orbital gap: 12.588 eV
molar mass: 60.14 g mol⁻¹
SMILES string: CC.CC

Geometry as XYZ:
```
16
C4H12, DFT the ωB97M-V functional and the def2-TZVPD basis
C -1.48505 -0.96516 -0.67565
C -2.75935 -0.41359 -0.00300
H -1.33624 -0.54581 -1.67434
H -0.59734 -0.64284 -0.14679
H -1.35589 -2.03935 -0.75221
H -2.52920 0.41994 0.65450
H -3.21649 -1.23850 0.54415
H -3.45270 -0.05988 -0.76322
C 2.64852 0.41301 0.75803
C 1.40090 0.89756 0.00482
H 3.07513 1.18025 1.40488
H 2.70433 -0.60341 1.13680
H 3.41756 0.43533 -0.02871
H 1.19318 0.18666 -0.78684
H 1.69676 1.87027 -0.38565
H 0.59588 1.10554 0.71322
```

---

10.
The following is a DFT calculation (the ωB97M-V functional and the def2-TZVPD basis) of a 2-piece molecular cluster, C4H12 overall.

energy relative to the best compared isomer or geometry (same formula, charge and spin): 23.28 kJ/mol
energy: -4342.287 eV
net charge: 0
frontier orbital gap: 12.661 eV
molar mass: 60.14 g mol⁻¹
SMILES string: CC.CC

Geometry as XYZ:
```
16
C4H12, DFT the ωB97M-V functional and the def2-TZVPD basis
C -1.58797 -0.99009 -1.49670
C -0.14472 -0.72912 -1.98453
H -1.91863 -0.25738 -0.76701
H -2.28159 -0.99629 -2.33923
H -1.67751 -1.98114 -1.07068
H 0.00696 -1.10633 -2.99123
H 0.51862 -1.32391 -1.34925
H 0.12747 0.29891 -1.77578
C 0.60630 0.96954 2.42968
C 1.14708 0.77577 1.03509
H -0.42525 1.32758 2.42916
H 0.54646 0.03949 3.00075
H 1.24510 1.64662 2.99688
H 2.17514 0.42705 1.00953
H 1.15395 1.72423 0.48492
H 0.50857 0.17507 0.38842
```

---

11.
The following is a DFT calculation (the ωB97M-V functional and the def2-TZVPD basis) of a 2-piece molecular cluster, C4H12 overall.

energy relative to the best compared isomer or geometry (same formula, charge and spin): 80.29 kJ/mol
energy: -4341.696 eV
net charge: 0
frontier orbital gap: 12.690 eV
molar mass: 60.14 g mol⁻¹
SMILES string: CC.CC

Geometry as XYZ:
```
16
C4H12, DFT the ωB97M-V functional and the def2-TZVPD basis
C -1.00233 -0.26123 1.60680
C 0.20909 -1.19998 1.64391
H -0.79314 0.82563 1.46565
H -1.75784 -0.51034 0.92285
H -1.43144 -0.42613 2.62015
H -0.00472 -2.08734 0.98886
H 1.09769 -0.79983 1.12693
H 0.40543 -1.70253 2.56946
C -0.37319 0.57616 -1.78223
C 1.17612 0.93435 -1.50580
H -1.00647 1.38738 -1.49051
H -0.42528 0.24317 -2.87711
H -0.55599 -0.27042 -1.13918
H 1.11017 1.80790 -0.87131
H 1.84946 1.01750 -2.35114
H 1.59946 0.18308 -0.82817
```

---

12.
The following is a DFT calculation (the ωB97M-V functional and the def2-TZVPD basis) of a 2-piece molecular cluster, C4H12 overall.

energy relative to the best compared isomer or geometry (same formula, charge and spin): 36.62 kJ/mol
energy: -4342.149 eV
net charge: 0
frontier orbital gap: 12.564 eV
molar mass: 60.14 g mol⁻¹
SMILES string: CC.CC

Geometry as XYZ:
```
16
C4H12, DFT the ωB97M-V functional and the def2-TZVPD basis
C 1.69044 -0.26268 -0.98650
C 1.72926 1.16366 -1.48827
H 2.03350 -0.25958 0.05536
H 0.64777 -0.58765 -0.96071
H 2.25544 -1.05307 -1.48539
H 0.76590 1.60457 -1.18331
H 1.84443 1.34716 -2.55993
H 2.46686 1.83069 -1.04206
C -1.30220 -0.78670 0.67120
C -2.10347 -0.12419 1.78671
H -0.51277 -0.17549 0.23720
H -0.86914 -1.70918 1.07522
H -1.95877 -1.06019 -0.15450
H -1.58653 -0.14190 2.73906
H -2.36603 0.90150 1.50914
H -3.05125 -0.66379 1.89719
```

---

- Which formula does entry 10 have?
  C4H12